The following is a DFT calculation (ωB97M-V/def2-TZVPD) of 9 unconnected molecules or ions with the total composition C35H44N2O26PS2 at a distorted geometry.

Each line ends with the Löwdin charge.
Element x y z (Å)
1 H -3.930 5.002 4.287  0.139
2 H 4.547 -3.730 -1.987  0.127
3 C -2.225 -0.656 -1.926  -0.285
4 O 4.761 -1.750 -1.472  0.067
5 H 7.885 -4.797 -0.945  0.112
6 H 3.179 -3.454 2.513  0.114
7 H -0.107 2.524 -1.804  0.032
8 C -5.488 -0.780 -5.496  -0.136
9 H 0.065 1.933 -0.113  0.031
10 H -7.335 0.207 -4.917  0.134
11 O 11.468 -4.550 -2.314  0.155
12 C -3.244 5.494 3.593  -0.119
13 O 5.111 -4.055 2.141  0.073
14 H -2.915 -1.189 -1.206  0.019
15 H -1.812 2.442 2.780  0.103
16 H 3.031 1.609 1.034  0.138
17 H -8.172 -0.855 -10.010  0.135
18 H 3.867 -6.366 3.141  0.132
19 C 2.587 0.817 1.636  -0.120
20 C 3.514 5.714 9.056  -0.566
21 H -6.190 0.059 -11.691  0.134
22 H -5.274 1.001 -2.194  -0.121
23 H 2.260 1.238 2.591  0.135
24 H 8.477 -4.392 0.675  0.132
25 H 2.373 -5.712 2.436  0.139
26 C 3.456 -5.603 2.474  -0.117
27 H 2.625 6.776 6.248  0.135
28 O 4.031 -5.765 1.178  0.070
29 O -3.885 3.363 1.549  -0.126
30 H -7.390 0.712 -9.714  0.136
31 H -0.934 1.212 4.812  0.084
32 C -2.362 -0.884 1.690  -0.035
33 C -6.195 -0.673 -10.885  -0.128
34 O 5.878 -4.914 0.199  0.130
35 O -1.907 5.344 4.081  0.070
36 H -5.197 -1.568 -6.181  0.108
37 O 2.976 -1.556 -2.818  0.080
38 O -4.452 -1.085 -8.008  0.154
39 O 10.303 -6.179 -1.271  0.058
40 O 0.558 -1.812 1.007  0.157
41 H -1.869 -2.681 2.979  0.088
42 H 4.439 -1.681 -4.259  0.134
43 C -5.874 -1.689 -3.479  -0.566
44 S -5.120 1.796 -1.066  0.817
45 H -1.232 -1.174 -1.958  0.030
46 O -2.417 3.707 -0.062  -0.065
47 C -0.217 1.613 -1.145  -0.284
48 O -4.924 -1.050 -4.213  0.042
49 C -5.262 -0.881 -8.855  -0.534
50 C 4.869 -2.789 -2.441  -0.127
51 O -5.676 -2.201 -2.424  0.162
52 H 0.455 0.831 -1.588  0.027
53 P -2.014 1.098 -1.277  0.944
54 H -2.745 -0.618 -2.912  0.007
55 H 5.897 -2.897 -2.784  0.135
56 S -7.893 0.537 0.905  0.607
57 H 9.939 -6.295 0.751  0.132
58 C -6.282 0.666 1.073  -0.774
59 C -1.847 -1.570 2.886  -0.100
60 C 2.606 6.012 7.023  -0.126
61 O 9.792 -4.025 -0.896  0.064
62 C 10.604 -4.884 -1.566  -0.562
63 N -4.346 0.761 0.105  -0.436
64 C 3.882 -4.214 2.852  -0.113
65 O -7.082 -1.668 -4.111  0.060
66 H -3.356 5.041 2.605  0.103
67 N -5.061 0.677 1.331  0.029
68 C -3.421 6.982 3.569  -0.123
69 C -1.829 1.324 2.734  -0.007
70 C -1.604 6.461 4.778  -0.565
71 C -1.313 0.639 3.931  -0.091
72 C 3.941 -2.326 -3.530  -0.123
73 O 3.090 -0.337 -0.921  0.168
74 H 3.466 -3.154 -4.055  0.135
75 C -6.965 -0.778 -5.217  -0.128
76 H 4.167 -0.503 0.957  0.107
77 C 5.081 -4.910 1.091  -0.540
78 C -2.956 1.348 0.336  -0.526
79 C 1.454 -1.074 1.263  -0.557
80 H 8.655 -6.967 -0.276  0.134
81 H -0.936 -1.306 4.971  0.081
82 H -5.134 0.174 -5.883  0.138
83 H 0.622 5.812 7.865  0.127
84 H 2.473 5.035 6.553  0.137
85 C 3.509 -0.358 1.811  -0.141
86 O 4.316 5.468 9.903  0.148
87 H 4.036 -4.102 3.925  0.139
88 H 4.114 -0.281 2.716  0.133
89 O -2.549 7.422 4.613  0.051
90 O 2.608 -1.456 1.890  0.022
91 O -0.625 6.590 5.458  0.120
92 C -2.375 0.592 1.572  -0.150
93 H -3.096 7.428 2.626  0.134
94 H -6.324 -1.671 -11.312  0.134
95 C 3.563 -1.137 -1.668  -0.508
96 C 8.757 -4.803 -0.293  -0.141
97 C -3.095 2.905 0.613  -0.732
98 C 9.384 -6.163 -0.182  -0.127
99 H -4.449 7.284 3.767  0.130
100 O 1.464 0.249 0.977  0.013
101 O 2.170 5.738 9.255  0.058
102 H -7.551 -1.132 -6.064  0.121
103 O 3.826 6.007 7.765  0.055
104 C -7.218 -0.362 -9.828  -0.124
105 O -4.969 -0.638 -10.160  0.072
106 C -1.307 -0.828 4.033  -0.108
107 H -2.770 -1.541 0.886  0.095
108 C 1.577 6.289 8.079  -0.130
109 H 1.413 7.358 8.235  0.136
110 O -6.607 -0.859 -8.641  0.055

Cartesian forces, eV/Å:
0.0866 0.0090 0.0160
0.0087 0.0564 0.0016
0.0693 -0.4251 1.4102
-0.3694 0.2282 -0.0914
0.0793 0.0010 0.0670
0.0656 -0.0567 -0.0218
-0.3331 -0.9133 0.7399
0.1051 0.0982 -0.1131
-0.1152 -0.5836 -0.8774
0.0272 -0.0301 0.0367
-0.1993 -0.1193 0.1641
-0.5914 -0.4290 -0.6527
0.1293 -0.4578 -0.4960
0.7719 0.3114 -0.8849
-0.1902 -1.1873 -0.3729
-0.1811 -0.0998 -0.1347
0.0769 -0.0561 0.2035
0.0374 0.0058 -0.0769
0.0811 0.6078 0.0155
0.2229 -0.0771 0.2805
0.1967 -0.0139 0.0924
0.3408 0.0320 1.1308
-0.0286 -0.0471 -0.0253
0.0581 0.1525 -0.1550
0.0919 -0.0204 -0.2164
-0.4369 -0.3691 0.3852
0.1571 -0.0397 0.0902
0.4660 0.3240 -0.1113
0.9834 -2.4982 -1.6504
0.0524 -0.0376 0.0024
-0.4140 -0.3114 -1.0323
0.6416 0.7518 1.6559
-0.0463 -0.0216 -0.6149
-0.2875 -0.0508 0.2112
0.2743 0.7498 0.4995
-0.0523 0.0143 0.2433
0.2692 0.0846 0.4091
-0.0573 0.0664 -0.9231
0.0463 0.4057 -0.0929
0.4601 -0.1375 -0.0641
-0.0647 1.0506 -0.4386
-0.0129 0.0068 0.0560
0.2374 -0.1818 0.5362
-0.6095 0.0135 -0.8164
-0.9354 0.2091 -0.1131
0.4450 -1.4273 -0.3451
0.1797 0.4011 -0.1890
-0.5285 -0.0761 0.2641
0.5172 -0.0817 0.2156
0.3932 -0.5650 -0.0310
-0.0943 0.0664 -0.2939
-0.5048 0.4955 0.8079
-0.6759 1.2674 -1.7529
0.6737 0.0200 0.7760
-0.0018 0.1382 0.1879
2.2981 0.1907 0.3913
0.0153 0.0325 -0.0462
-0.7567 -0.4719 1.4866
0.0927 2.0119 0.3878
-0.1100 0.0090 -0.6775
0.4076 -0.4407 -0.1821
0.2859 0.2403 -0.2410
2.0447 0.6183 -0.9311
-0.4946 0.4134 0.5408
0.3431 0.0056 0.0477
0.1212 -0.3016 0.1120
-3.0958 -0.0061 -1.7867
-0.3810 0.1993 -0.3117
0.1912 -1.6142 0.5000
0.0668 -0.3215 -0.0934
-0.6063 -1.5456 -1.4847
-0.0286 -0.1735 -0.5745
0.3254 -0.2903 -0.8507
-0.1592 0.1358 0.0908
-0.4430 0.2785 -0.2347
-0.0394 0.0416 0.1319
0.0264 0.0991 -0.0570
0.0703 -1.0573 1.9299
-0.6916 0.2627 -0.3179
0.1371 -0.0037 -0.1510
-0.4045 0.2728 -1.0517
0.1639 -0.0920 0.1670
0.0780 -0.0072 0.1342
-0.0095 0.0342 0.0525
0.9293 0.1565 0.3925
-0.1681 0.0594 -0.2018
0.2272 0.0387 -0.1122
-0.1997 -0.1912 0.0950
0.4597 -0.1833 0.2417
-0.3404 0.1263 -0.1540
-0.0764 0.0725 0.0190
1.0749 -1.0408 2.4092
0.0508 -0.0371 0.0548
0.0025 0.0215 0.0564
-0.2582 0.2407 0.1186
-0.5190 0.2458 0.2043
-0.5881 3.1351 1.6898
-0.1819 -0.4591 0.3619
0.1387 0.0943 0.1603
0.0055 -0.7312 0.7933
0.5695 -0.0408 -0.1226
-0.0192 -0.1226 0.1570
-0.1218 -0.0669 0.4902
-0.6268 0.2125 -0.0877
-0.2405 -0.0277 0.3971
-1.0961 1.7604 -2.3007
0.3820 0.8572 0.7234
-0.7752 0.1826 -0.1283
0.0396 -0.0429 -0.0152
0.3689 -0.0334 -0.1332

Total charge: -1
LUMO level, eV: 1.36
Total energy, eV: -124180.876
HOMO level, eV: -3.9